[1]
{"formula": "C4H13N3", "method": "ωB97M-V/def2-TZVPD", "orbital_gap_ha": 0.318, "total_energy_ev": -8827.840, "homo_energy_ev": -7.591, "smiles": "CN[C@@H](N)N(C)C", "de_lowest_ev": 1.573, "elements": ["C", "N", "C", "N", "N", "C", "C", "H", "H", "H", "H", "H", "H", "H", "H", "H", "H", "H", "H", "H"], "xyz": [[-0.61655, -0.51372, 2.27152], [0.48706, -0.24684, 1.35651], [0.32480, 0.68677, 0.27599], [1.58202, 1.33860, 0.06362], [-0.08821, 0.01667, -0.92923], [-1.04700, 0.67210, -1.81792], [0.20155, -1.47030, -1.07930], [-0.77055, 0.35244, 2.91963], [-0.36404, -1.38588, 2.87940], [-1.52196, -0.72659, 1.69745], [1.41330, -0.59868, 1.56886], [-0.40969, 1.45231, 0.55421], [2.01626, 1.30971, -0.85257], [1.88282, 2.09785, 0.66701], [-0.75862, 1.71809, -1.96680], [-2.04714, 0.63000, -1.37404], [-1.05941, 0.16891, -2.78902], [1.21127, -1.55120, -1.48559], [0.09292, -2.07372, -0.17596], [-0.52883, -1.87652, -1.78378]], "forces_ev_per_angstrom": [[0.93, 0.14, -0.65], [-0.35, -0.18, 0.75], [0.59, -0.62, 0.21], [1.48, 0.52, -0.34], [-0.04, -1.57, -0.50], [0.48, -0.54, 0.76], [-0.64, 1.88, -0.43], [-0.37, -0.06, 0.21], [-0.17, 0.12, -0.01], [-0.11, -0.03, 0.18], [-0.42, 0.49, -0.16], [-0.46, -0.16, 0.08], [-0.54, 0.06, 0.37], [-0.32, -0.36, -0.27], [-0.08, -0.12, -0.05], [-0.27, 0.18, -0.25], [-0.01, 0.14, 0.14], [-0.04, -0.49, 0.05], [0.13, 0.47, 0.12], [0.21, 0.12, -0.18]], "lowdin_charge": [-0.12, -0.11, -0.51, 0.05, -0.22, -0.10, -0.05, 0.07, 0.08, 0.07, 0.11, 0.14, 0.08, 0.07, 0.08, 0.07, 0.08, 0.07, 0.06, 0.07]}

---

[2]
{"formula": "C4H13N3", "method": "ωB97M-V/def2-TZVPD", "orbital_gap_ha": 0.293, "total_energy_ev": -8824.928, "homo_energy_ev": -7.033, "de_lowest_ev": 4.485, "elements": ["C", "C", "C", "C", "N", "N", "N", "H", "H", "H", "H", "H", "H", "H", "H", "H", "H", "H", "H", "H"], "xyz": [[-1.17226, 0.35815, -0.72297], [1.20753, 1.26892, 1.73364], [1.13135, -1.96009, -1.24448], [-2.31945, 0.66831, 0.21445], [0.45456, 1.28667, 0.50459], [0.18747, 0.05557, 0.06858], [1.46807, -0.68511, -0.66355], [0.00958, -0.67109, 0.78777], [1.74946, -0.02238, -1.37963], [-1.35067, -0.56012, -1.28231], [-0.95576, 1.17951, -1.40134], [1.26896, 2.29092, 2.10295], [0.72107, 0.64315, 2.50710], [2.22216, 0.88041, 1.58027], [2.05491, -2.43695, -1.58491], [0.43734, -1.92236, -2.09860], [0.71372, -2.60905, -0.46983], [-2.42242, -0.10026, 0.98175], [-3.25574, 0.71529, -0.34304], [-2.14989, 1.62050, 0.70958]], "forces_ev_per_angstrom": [[1.38, -1.86, -0.08], [0.26, -0.35, -0.32], [-0.21, -0.26, -0.20], [0.40, 0.01, 0.21], [0.48, 0.60, 0.71], [-1.33, 1.10, -1.20], [-0.93, 0.55, 0.49], [-0.02, 0.15, -0.05], [-0.24, 0.27, 0.11], [-0.28, 0.01, -0.25], [0.29, -0.10, 0.19], [0.03, -0.04, 0.06], [0.05, 0.05, 0.05], [0.13, 0.05, 0.26], [-0.05, 0.00, 0.02], [0.04, -0.05, 0.15], [-0.04, -0.02, -0.06], [-0.05, -0.06, 0.00], [0.06, -0.06, -0.08], [0.02, 0.01, -0.01]], "lowdin_charge": [-0.16, -0.19, -0.18, -0.10, -0.18, -0.20, -0.03, 0.15, 0.09, 0.09, 0.11, 0.06, 0.06, 0.05, 0.08, 0.07, 0.07, 0.07, 0.08, 0.07]}

---

[3]
{"formula": "C4H13N3", "method": "ωB97M-V/def2-TZVPD", "orbital_gap_ha": [0.402, 0.190], "total_energy_ev": -8818.115, "charge": 1, "homo_energy_ev": [-13.962, -13.766], "multiplicity": 2, "de_lowest_ev": 2.889, "elements": ["C", "N", "C", "C", "N", "C", "N", "H", "H", "H", "H", "H", "H", "H", "H", "H", "H", "H", "H", "H"], "xyz": [[0.64658, -0.74607, 1.68291], [0.38487, 0.66961, 1.04080], [0.93560, 0.86159, -0.29098], [0.12461, 1.90784, -1.17765], [-1.21066, 1.72521, -1.73088], [-0.36938, -1.77433, 1.10056], [-0.78336, -2.12183, -0.34703], [0.62487, -0.68605, 2.71374], [1.75240, -0.97665, 1.55021], [-0.60456, 0.57535, 1.02156], [0.96148, 0.00731, -0.94119], [2.02453, 1.17073, -0.16551], [-0.09786, 2.77036, -0.52023], [0.82076, 2.21256, -1.97558], [-2.03203, 1.56703, -1.16917], [-1.14082, 0.92672, -2.39117], [-1.31867, -1.44015, 1.55781], [-0.04315, -2.80684, 1.53839], [-0.73740, -1.12557, -0.82247], [0.06219, -2.71682, -0.67411]], "forces_ev_per_angstrom": [[3.72, 1.36, -3.02], [0.72, -4.72, -1.25], [0.32, 2.58, 0.57], [-0.65, 1.97, 1.61], [1.53, -2.83, -1.53], [-1.84, -2.16, 0.14], [3.95, 2.67, 0.90], [-1.09, 0.17, 2.21], [-1.31, 0.16, -0.56], [-1.64, 1.51, -0.01], [-0.11, -1.44, 0.16], [-1.25, -0.33, -0.21], [1.07, -0.02, -0.18], [-0.42, -0.09, 0.27], [0.19, 0.27, 0.69], [-0.65, 0.88, 0.16], [0.26, -0.54, 0.06], [-0.61, 1.98, -0.30], [-0.31, -2.84, 0.34], [-1.89, 1.44, -0.07]], "lowdin_charge": [-0.10, 0.16, -0.16, -0.24, 0.02, -0.22, 0.02, 0.09, 0.15, 0.11, 0.12, 0.16, 0.12, 0.13, 0.08, 0.09, 0.11, 0.17, 0.08, 0.11]}

---

[4]
{"formula": "C4H13N3", "method": "ωB97M-V/def2-TZVPD", "orbital_gap_ha": 0.328, "total_energy_ev": -8808.732, "charge": 2, "homo_energy_ev": -17.964, "de_lowest_ev": 4.845, "elements": ["C", "C", "C", "C", "N", "N", "N", "H", "H", "H", "H", "H", "H", "H", "H", "H", "H", "H", "H", "H"], "xyz": [[-0.00925, -1.33046, 0.09539], [-0.55078, -0.29496, -0.82636], [-0.13594, 0.85332, 0.18006], [-1.15874, 1.51915, 0.84454], [-0.93367, 2.53658, 1.73397], [1.00987, 1.64906, -0.23279], [0.89375, -3.08874, -0.90234], [1.10168, -1.14253, 0.25000], [-0.56799, -2.10482, 0.76923], [-0.21616, -0.28278, -1.93769], [-1.67139, -0.40583, -0.75243], [-2.11134, 1.09176, 0.70589], [-0.97183, 2.21972, 2.75369], [-1.69870, 3.21679, 1.74773], [1.20261, 2.50067, 0.37954], [0.80533, 2.06493, -1.11875], [1.90176, 1.16803, -0.25006], [1.07081, -3.95940, -0.50125], [0.20597, -3.27806, -1.60589], [1.83400, -2.93243, -1.33246]], "forces_ev_per_angstrom": [[3.22, -2.67, -0.25], [-1.31, -0.33, 0.59], [-3.25, 1.27, -1.36], [2.38, -1.91, -0.15], [-0.24, 0.83, 1.81], [1.18, 1.31, 2.05], [0.54, 2.28, -1.01], [-1.77, -0.58, 0.75], [0.89, 2.17, -1.05], [-0.22, 0.15, 2.05], [1.08, 0.47, -0.67], [-1.39, -0.39, -0.03], [0.63, 0.14, -1.64], [0.06, -0.07, -0.35], [-0.70, -1.11, -0.15], [0.07, 0.16, -1.26], [0.36, -0.32, -0.29], [-0.19, -1.86, 1.83], [-0.17, -0.05, -0.86], [-1.18, 0.51, -0.01]], "lowdin_charge": [0.12, -0.14, -0.23, -0.07, 0.07, 0.25, 0.13, 0.11, 0.17, 0.18, 0.14, 0.13, 0.17, 0.13, 0.21, 0.17, 0.18, 0.07, 0.09, 0.13]}

---

[5]
{"formula": "C4H13N3", "method": "ωB97M-V/def2-TZVPD", "orbital_gap_ha": 0.449, "total_energy_ev": -8808.641, "charge": 2, "homo_energy_ev": -20.124, "smiles": "CCC/[N+]([NH3+])=C/N", "de_lowest_ev": 4.936, "elements": ["C", "C", "C", "N", "N", "C", "N", "H", "H", "H", "H", "H", "H", "H", "H", "H", "H", "H", "H", "H"], "xyz": [[-2.21934, -0.65276, 0.09667], [-1.66930, 0.78165, 0.38146], [-0.50573, 1.23767, -0.44909], [0.83154, 0.28387, -0.11933], [0.39578, -1.09981, -0.08373], [2.06857, 0.66219, -0.06905], [3.06384, -0.15407, 0.15270], [-3.30375, -0.83614, 0.14610], [-2.02130, -1.01044, -1.00829], [-1.91095, -1.35484, 0.95362], [-1.37515, 0.80722, 1.39753], [-2.46077, 1.54373, 0.30599], [-0.68743, 1.35562, -1.46443], [-0.07536, 2.20396, 0.02283], [1.04876, -1.65505, -0.80817], [-0.74044, -1.15049, -0.43325], [0.25862, -1.65505, 0.73498], [2.26099, 1.69006, -0.13784], [4.08658, 0.11801, -0.04563], [2.95483, -1.11534, 0.42692]], "forces_ev_per_angstrom": [[-0.27, -0.93, -0.02], [-0.93, -0.63, -0.50], [2.99, 1.49, 4.04], [-4.88, -0.06, -0.24], [1.03, -0.87, -4.96], [0.92, -1.86, 0.63], [2.52, 0.55, -0.64], [0.16, 0.77, -0.16], [-0.22, 0.22, 1.63], [-0.14, 0.58, -1.54], [0.24, 0.13, 1.19], [0.25, -0.23, -0.32], [0.23, -0.29, -2.06], [-1.06, -1.29, -1.13], [-1.90, 1.03, 1.85], [2.22, 0.30, 0.28], [0.90, 0.12, 1.84], [0.19, 1.44, -0.53], [-2.19, -0.21, 0.66], [-0.07, -0.25, -0.02]], "lowdin_charge": [-0.09, -0.20, 0.01, -0.03, 0.18, -0.10, 0.22, 0.12, 0.15, 0.13, 0.11, 0.15, 0.11, 0.17, 0.25, 0.14, 0.16, 0.17, 0.21, 0.13]}

---

[6]
{"formula": "C4H13N3", "method": "ωB97M-V/def2-TZVPD", "orbital_gap_ha": 0.366, "total_energy_ev": -8810.537, "charge": 2, "homo_energy_ev": -17.881, "de_lowest_ev": 3.040, "elements": ["C", "C", "C", "N", "C", "N", "N", "H", "H", "H", "H", "H", "H", "H", "H", "H", "H", "H", "H", "H"], "xyz": [[-1.85281, -0.94290, -0.31000], [-0.60895, -0.53082, 0.58910], [0.65829, -0.55475, -0.17665], [3.45879, 0.78743, 0.14407], [2.51180, 1.43676, -0.50490], [1.19122, 1.31273, -0.37258], [-3.18658, -0.61609, 0.39422], [-1.96761, -0.16425, -1.06584], [-1.86014, -1.96419, -0.67853], [-0.92583, 0.41513, 1.02534], [-0.59625, -1.31154, 1.36708], [0.81519, -0.73386, -1.22816], [1.55190, -0.68841, 0.41659], [4.35442, 0.73431, -0.32725], [3.29113, 0.03625, 0.79515], [2.82498, 2.23604, -1.16996], [0.90533, 2.28916, -0.42537], [-3.29532, -1.06165, 1.31024], [-3.87710, -1.06187, -0.22784], [-3.39245, 0.38252, 0.44529]], "forces_ev_per_angstrom": [[0.29, 2.49, 0.62], [-2.87, -2.13, -0.67], [1.61, 4.85, 0.72], [0.16, -0.63, -1.31], [-0.88, 0.17, 0.59], [2.09, -1.99, 0.31], [0.17, -1.76, -0.33], [0.69, -0.72, -0.85], [-0.12, 0.08, 0.02], [0.87, 0.10, 0.15], [0.45, 0.47, 0.10], [-0.63, -0.58, -0.15], [-0.38, -0.85, 0.01], [0.26, 0.28, 0.38], [-0.10, 0.08, 0.12], [0.46, 0.14, 0.16], [-1.85, -0.54, -0.48], [-0.03, 0.20, 0.09], [-0.27, 0.38, 0.38], [0.09, -0.01, 0.12]], "lowdin_charge": [-0.09, -0.16, 0.12, 0.20, -0.21, 0.08, 0.20, 0.14, 0.14, 0.13, 0.14, 0.13, 0.08, 0.15, 0.13, 0.16, 0.13, 0.18, 0.18, 0.18]}

---

[7]
{"formula": "C4H13N3", "method": "ωB97M-V/def2-TZVPD", "orbital_gap_ha": [0.440, 0.331], "total_energy_ev": -8795.267, "charge": 3, "homo_energy_ev": [-24.347, -25.311], "multiplicity": 2, "de_lowest_ev": 0.904, "elements": ["C", "C", "C", "C", "N", "N", "N", "H", "H", "H", "H", "H", "H", "H", "H", "H", "H", "H", "H", "H"], "xyz": [[-1.18048, -1.30418, 0.11605], [-0.91031, 0.04177, -0.57700], [0.28029, 0.74008, 0.18641], [1.48652, 0.55673, -0.44355], [2.85358, 0.95013, 0.05855], [-0.07649, 1.45144, 1.25175], [-2.36045, -2.12609, -0.53031], [-0.33261, -1.97061, 0.10630], [-1.38110, -0.96858, 1.13989], [-1.87524, 0.61237, -0.66399], [-0.56560, 0.05831, -1.62481], [1.65557, 0.06470, -1.38609], [3.18342, 1.77929, -0.47280], [2.90015, 1.24345, 1.03910], [3.45680, 0.18587, -0.28058], [0.47636, 2.09729, 1.84300], [-1.03937, 1.87142, 1.11640], [-1.97035, -3.01338, -0.84454], [-2.56878, -1.59211, -1.38601], [-3.25214, -2.29116, -0.04539]], "forces_ev_per_angstrom": [[-0.82, 0.06, 0.30], [0.22, 0.86, -1.08], [-3.23, 0.02, -0.03], [3.11, 0.28, 0.79], [-1.59, 0.63, -1.20], [-0.63, 1.72, -1.21], [1.42, 1.69, -0.61], [0.23, -0.19, 0.07], [-0.50, -1.03, 0.00], [1.00, 0.08, 0.74], [-0.22, -0.79, 0.20], [-0.74, -0.21, -0.32], [0.01, 0.05, -0.12], [0.50, -0.68, 0.27], [0.62, -0.01, 0.98], [0.27, -0.71, -0.23], [0.77, -0.99, 0.90], [-0.21, -0.42, 0.05], [-0.50, -0.52, 0.00], [0.29, 0.17, 0.50]], "lowdin_charge": [-0.07, -0.09, -0.19, 0.15, 0.28, 0.32, 0.25, 0.14, 0.14, 0.17, 0.14, 0.17, 0.22, 0.20, 0.21, 0.19, 0.21, 0.18, 0.17, 0.20]}

---

[8]
{"formula": "C4H13N3O", "method": "ωB97M-V/def2-TZVPD", "orbital_gap_ha": 0.286, "total_energy_ev": -10872.505, "homo_energy_ev": -7.067, "de_lowest_ev": 5.173, "elements": ["C", "N", "O", "H", "H", "H", "H", "H", "C", "C", "N", "C", "N", "H", "H", "H", "H", "H", "H", "H", "H"], "xyz": [[-0.23865, -2.26158, -1.08188], [-0.70466, -1.37431, -0.05310], [-2.07682, -0.94730, -0.31181], [-2.63582, -1.66687, 0.01129], [-0.31601, -0.55083, 0.93804], [-0.17050, -3.29526, -0.71638], [0.75815, -1.96003, -1.41873], [-0.85651, -2.26632, -1.98791], [0.93356, 1.11982, 2.14045], [-0.34719, 1.45756, -1.31070], [0.06579, 0.69388, 1.04067], [0.57211, 0.74992, -0.36289], [1.78796, 0.53219, -0.66105], [-0.86091, 1.10728, 1.09442], [2.33400, 0.09050, 0.07429], [0.42249, 0.94807, 3.08676], [1.18661, 2.17875, 2.05518], [1.85191, 0.53575, 2.11963], [-0.37725, 2.52632, -1.08046], [0.03018, 1.32581, -2.32147], [-1.35841, 1.05666, -1.25436]], "forces_ev_per_angstrom": [[0.36, -0.34, 0.33], [-0.73, 1.12, 0.84], [0.22, -0.30, 0.12], [0.06, 0.12, 0.02], [0.09, -1.29, -2.14], [0.03, -0.14, -0.23], [0.21, 0.01, 0.08], [-0.21, 0.24, 0.33], [0.09, 0.21, -0.27], [-0.10, -0.38, -0.10], [-0.21, -0.28, -0.01], [0.79, 1.24, 0.87], [-0.77, -0.47, -0.11], [0.14, 0.23, -0.11], [-0.07, 0.16, 0.18], [0.03, -0.06, -0.07], [0.06, -0.03, 0.05], [-0.05, 0.02, 0.10], [0.06, -0.04, 0.07], [0.02, 0.04, 0.01], [-0.02, -0.05, 0.05]], "lowdin_charge": [-0.17, -0.26, -0.16, 0.07, 0.14, 0.06, 0.05, 0.08, -0.06, -0.03, -0.08, -0.46, 0.15, 0.14, 0.05, 0.09, 0.09, 0.08, 0.09, 0.08, 0.06]}

---

Q: Number 2 is which compound?
A: C4H13N3